1.
ORCA calculation (ωB97M-V/def2-TZVPD) on a molecular structure, C25H31BrFN2O2PdSi2 in a non-equilibrium geometry.

```
! wB97M-V def2-TZVPD RIJCOSX def2/J DEFGRID3
* xyz 1 1
Pd 0.312 0.133 -0.067
Br 1.472 3.023 -1.166
C -0.059 3.282 -0.093
C -0.496 4.522 0.325
C -1.646 4.555 1.109
C -2.297 3.377 1.443
C -1.758 2.187 0.991
N -0.672 2.153 0.231
C -2.272 0.804 1.338
O -3.397 0.671 1.756
O -1.388 -0.133 1.162
H 0.033 5.420 0.042
H -2.025 5.507 1.456
H -3.199 3.354 2.038
C -1.271 -0.356 -2.350
Si -1.014 -1.911 -1.301
C -2.579 -2.509 -0.505
C -0.583 -3.144 -2.672
C 0.570 -2.144 -0.227
C 1.824 -1.813 -0.890
C 2.926 -2.662 -1.044
C 4.005 -2.229 -1.786
C 3.993 -0.949 -2.343
C 2.904 -0.141 -2.100
N 1.856 -0.570 -1.394
Si 0.593 -3.321 1.283
C -0.889 -3.032 2.370
C 0.630 -5.081 0.652
C 2.152 -3.071 2.308
H -2.164 -0.576 -2.942
H -0.436 -0.220 -3.037
H -1.459 0.588 -1.835
H -3.372 -2.501 -1.257
H -2.901 -1.902 0.340
H -2.458 -3.539 -0.163
H -1.355 -3.117 -3.446
H -0.522 -4.166 -2.290
H 0.374 -2.898 -3.139
H 2.902 -3.656 -0.619
H 4.858 -2.879 -1.937
H 4.808 -0.592 -2.957
H 2.859 0.870 -2.482
H -1.718 -3.678 2.075
H -1.240 -2.002 2.327
H -0.639 -3.273 3.406
H -0.150 -5.290 -0.083
H 0.469 -5.741 1.509
H 1.591 -5.352 0.210
H 2.115 -2.171 2.925
H 3.073 -3.038 1.723
H 2.234 -3.921 2.990
F 6.385 2.386 1.318
C 5.136 1.947 1.424
C 4.864 0.626 1.084
C 3.576 0.170 1.224
C 2.554 1.019 1.697
C 1.249 0.522 1.955
C 2.870 2.358 1.994
C 4.158 2.824 1.875
H 5.664 -0.015 0.740
H 3.333 -0.857 0.984
H 0.538 1.171 2.450
H 1.115 -0.536 2.126
H 2.088 3.017 2.355
H 4.429 3.838 2.132
*
```

Maximum force = 2.52 eV Å⁻¹
HOMO energy (alpha / beta) = -0.4157 / -0.4160 hartree
Gap between HOMO and LUMO (alpha / beta) = 6.4338 / 6.4408 eV
Calculated total energy = -125493.3119 eV

Atomic charges from the Mulliken analysis, expressed in e, are listed below: Pd -0.20; Br -0.08; C 0.01; C -0.62; C -0.36; C -0.83; C 0.46; N 0.39; C 0.01; O -0.65; O -0.14; H 0.51; H 0.44; H 0.55; C -1.17; Si 0.81; C -1.05; C -1.29; C 1.25; C 0.19; C -0.38; C -0.65; C -0.87; C -0.70; N 0.26; Si 0.13; C -0.97; C -1.21; C -1.19; H 0.47; H 0.27; H 0.32; H 0.49; H 0.27; H 0.27; H 0.38; H 0.29; H 0.33; H 0.33; H 0.49; H 0.49; H 0.43; H 0.34; H 0.00; H 0.50; H 0.35; H 0.41; H 0.37; H 0.38; H 0.36; H 0.53; F -0.31; C 0.28; C -0.99; C 0.39; C 1.08; C -1.13; C -0.34; C -0.81; H 0.55; H 0.51; H 0.89; H -0.75; H 0.45; H 0.48

---

2.
ORCA calculation (ωB97M-V/def2-TZVPD) on a molecular structure, C25H31Cl2CrN3OSSi in a non-equilibrium geometry.

```
! wB97M-V def2-TZVPD RIJCOSX def2/J DEFGRID3
* xyz 0 5
Cr 0.210 0.630 0.533
Cl 0.460 5.352 1.486
C 0.165 4.035 2.555
C 0.108 4.257 3.922
C -0.120 3.210 4.794
Cl -0.156 3.523 6.494
C -0.343 1.901 4.332
C -0.628 0.774 5.138
C -0.925 -0.432 4.533
C -0.903 -0.532 3.149
N -0.553 0.491 2.363
C -0.290 1.695 2.931
C 0.003 2.748 2.018
O 0.072 2.476 0.754
H 0.247 5.255 4.302
H -0.620 0.862 6.212
H -1.188 -1.293 5.129
H -1.177 -1.449 2.632
C 3.092 0.098 -1.941
Si 2.482 0.229 -0.093
C 3.607 1.692 0.628
C 3.181 2.981 -0.076
C 3.369 1.877 2.126
C 5.109 1.511 0.408
C 2.918 -1.575 0.628
C 1.978 -2.553 -0.075
C 4.345 -2.060 0.393
C 2.620 -1.637 2.126
H 4.169 -0.036 -1.996
H 2.849 1.001 -2.494
H 2.641 -0.734 -2.478
H 2.106 3.132 -0.015
H 3.468 2.954 -1.124
H 3.666 3.840 0.390
H 2.308 1.980 2.350
H 3.870 2.778 2.482
H 3.765 1.034 2.685
H 5.340 1.433 -0.650
H 5.478 0.623 0.914
H 5.653 2.369 0.806
H 2.064 -2.466 -1.156
H 0.946 -2.358 0.216
H 2.214 -3.583 0.192
H 4.583 -2.075 -0.666
H 4.467 -3.077 0.775
H 5.075 -1.435 0.899
H 1.615 -1.263 2.344
H 3.333 -1.040 2.688
H 2.683 -2.663 2.491
N -1.171 -1.780 -0.663
C -2.167 -0.893 -0.325
N -1.906 0.373 -0.194
C -3.002 1.065 0.265
C -3.065 2.431 0.517
C -4.240 2.968 1.000
C -5.366 2.176 1.201
C -5.333 0.818 0.938
C -4.145 0.272 0.489
S -3.788 -1.405 0.127
H -0.511 -1.411 -1.347
H -1.473 -2.724 -0.858
H -2.196 3.039 0.327
H -4.294 4.024 1.226
H -6.276 2.629 1.566
H -6.204 0.194 1.076
*
```

<S²> = 6.04
Maximum force = 2.37 eV Å⁻¹
HOMO energy (alpha / beta) = -0.2499 / -0.2664 hartree
Gap between HOMO and LUMO (alpha / beta) = 6.2752 / 6.5893 eV
Calculated total energy = -105126.5428 eV

Atomic charges from the Mulliken analysis, expressed in e, are listed below: Cr -0.75; Cl -0.22; C 0.44; C -0.64; C 0.85; Cl -0.28; C -0.52; C -1.06; C -1.14; C -0.61; N 1.01; C 0.52; C 0.72; O -1.10; H 0.51; H 0.47; H 0.45; H 0.46; C -1.59; Si 1.76; C 2.17; C -1.89; C -2.07; C -1.94; C 2.01; C -1.63; C -1.92; C -1.85; H 0.39; H 0.37; H 0.33; H 0.16; H 0.38; H 0.45; H 0.43; H 0.54; H 0.25; H 0.35; H 0.34; H 0.50; H 0.32; H 0.12; H 0.45; H 0.37; H 0.51; H 0.33; H 0.21; H 0.32; H 0.53; N -0.28; C 0.26; N -0.09; C -0.32; C -0.21; C -0.79; C -0.47; C -0.51; C 0.78; S -0.25; H 0.20; H 0.24; H 0.41; H 0.43; H 0.39; H 0.40

---

3.
ORCA calculation (ωB97M-V/def2-TZVPD) on C25H31ClF2O5 in the gas phase.

```
! wB97M-V def2-TZVPD RIJCOSX def2/J DEFGRID3
* xyz 0 1
C 0.479 -2.127 -5.415
H 0.990 -2.571 -6.265
H -0.566 -1.982 -5.675
H 0.532 -2.816 -4.577
C 1.126 -0.796 -5.062
C 0.474 -0.102 -3.901
O 0.645 1.073 -3.630
O -0.302 -0.871 -3.168
C -0.841 -0.219 -2.015
C -1.042 1.277 -2.324
O -0.811 2.146 -1.510
C -1.915 1.707 -3.505
H -1.438 2.583 -3.949
H -2.888 2.005 -3.106
Cl -2.214 0.550 -4.806
C 0.071 -0.493 -0.773
C -0.959 -0.314 0.351
C -2.144 -1.150 -0.121
H -3.067 -0.885 0.391
H -1.963 -2.213 0.034
C -2.236 -0.818 -1.625
C -2.659 -2.012 -2.473
H -1.935 -2.819 -2.416
H -2.769 -1.727 -3.515
H -3.618 -2.377 -2.111
H -2.988 -0.035 -1.758
H -1.274 0.730 0.296
C -0.452 -0.531 1.786
C -1.448 0.196 2.697
C -0.960 0.394 4.127
F -1.919 1.098 4.824
C 0.337 1.140 4.067
C 0.494 2.367 4.564
C 1.757 3.105 4.486
O 1.893 4.226 4.940
C 2.857 2.378 3.838
C 2.706 1.159 3.329
C 1.427 0.379 3.377
C 1.734 -0.902 4.190
H 1.847 -0.641 5.240
H 0.942 -1.638 4.087
H 2.660 -1.352 3.843
C 1.005 -0.023 1.923
F 1.857 -1.080 1.600
C 1.291 1.075 0.869
O 0.401 2.138 1.072
H 0.090 2.453 0.209
C 1.263 0.459 -0.543
H 1.278 1.276 -1.262
H 2.193 -0.099 -0.672
H 2.316 1.447 1.032
H 3.540 0.641 2.872
H 3.807 2.891 3.798
H -0.325 2.869 5.058
H -0.856 -0.558 4.663
H -2.393 -0.349 2.708
H -1.629 1.198 2.302
H -0.442 -1.599 2.028
C 0.586 -1.934 -0.901
H -0.199 -2.617 -1.204
H 1.372 -1.979 -1.653
H 1.001 -2.279 0.037
H 2.177 -0.940 -4.793
H 1.105 -0.108 -5.909
*
```

SMILES = CCC(=O)O[C@@]1(C(=O)CCl)[C@@H](C)C[C@H]2[C@@H]3C[C@H](F)C4=CC(=O)C=C[C@]4(C)[C@]3(F)[C@H](O)C[C@@]21C
Maximum force = 0.95 eV Å⁻¹
HOMO energy = -0.3435 hartree
Gap between HOMO and LUMO = 9.8124 eV
Calculated total energy = -54623.6035 eV

Atomic charges from the Mulliken analysis, expressed in e, are listed below: C -1.05; H 0.45; H 0.24; H 0.20; C -0.60; C 0.45; O -0.59; O -0.13; C 0.97; C 0.02; O -0.63; C -0.95; H 0.47; H 0.50; Cl -0.20; C 1.89; C -1.07; C -1.13; H 0.53; H 0.39; C 0.03; C -1.64; H 0.25; H 0.31; H 0.51; H 0.54; H 0.97; C -0.75; C -1.53; C -0.03; F -0.43; C -0.30; C -0.25; C 0.05; O -0.64; C -0.78; C -1.60; C 2.63; C -2.02; H 0.47; H 0.39; H 0.41; C 1.09; F -0.52; C -0.69; O -0.65; H 0.63; C -1.86; H 0.53; H 0.71; H 0.93; H 0.46; H 0.44; H 0.51; H 0.28; H 0.50; H 0.51; H 0.81; C -1.73; H 0.27; H 0.36; H 0.42; H 0.31; H 0.37

---

4.
ORCA calculation (ωB97M-V/def2-TZVPD) on a molecular structure, C25H31F2N6S3SeV.

```
! wB97M-V def2-TZVPD RIJCOSX def2/J DEFGRID3
* xyz -1 2
V 0.508 0.460 0.738
C -1.860 5.508 0.451
S -2.635 3.944 0.007
C -1.292 2.826 0.250
S -1.714 1.133 0.176
N -0.118 3.312 0.440
N 0.828 2.318 0.652
C 2.093 2.763 0.829
C 3.010 1.766 1.096
C 4.396 1.960 1.355
C 5.193 0.893 1.612
C 4.628 -0.413 1.614
C 3.300 -0.558 1.370
N 2.467 0.490 1.112
H -2.616 6.279 0.302
H -0.999 5.705 -0.183
H -1.547 5.494 1.492
H 2.327 3.814 0.748
H 4.788 2.969 1.340
H 6.247 1.030 1.817
H 5.228 -1.284 1.834
H 2.829 -1.533 1.386
C -6.387 -2.023 1.584
C -5.663 -2.817 2.665
C -4.792 -1.944 3.566
C -3.550 -1.387 2.876
N -2.531 -2.405 2.678
C -2.149 -2.934 1.483
Se -2.940 -2.663 -0.142
N -1.069 -3.724 1.728
C -0.299 -4.419 0.715
C -0.677 -5.892 0.627
C 0.026 -6.603 -0.526
C 1.543 -6.658 -0.371
C -0.766 -3.707 3.080
C 0.231 -4.332 3.809
C 0.271 -4.076 5.171
C -0.651 -3.222 5.776
C -1.649 -2.597 5.041
C -1.693 -2.862 3.683
H -7.094 -2.654 1.042
H -5.683 -1.623 0.854
H -6.945 -1.190 2.020
H -5.038 -3.582 2.194
H -6.393 -3.344 3.286
H -4.476 -2.519 4.441
H -5.381 -1.101 3.942
H -3.092 -0.590 3.466
H -3.778 -0.977 1.893
H 0.756 -4.276 0.957
H -0.499 -3.919 -0.231
H -1.760 -5.946 0.491
H -0.443 -6.395 1.572
H -0.231 -6.097 -1.461
H -0.367 -7.620 -0.606
H 1.991 -5.664 -0.426
H 1.999 -7.263 -1.156
H 1.821 -7.094 0.592
H 0.965 -4.968 3.334
H 1.050 -4.526 5.772
H -0.575 -3.026 6.837
H -2.346 -1.912 5.506
F 0.160 -0.557 -2.064
C 0.965 -0.547 -0.966
F 0.567 -1.690 -0.164
H 1.973 -0.791 -1.313
S -0.203 -0.127 2.985
C 1.096 -0.949 3.681
N 1.971 -1.522 4.178
*
```

<S²> = 0.92
Maximum force = 0.43 eV Å⁻¹
HOMO energy (alpha / beta) = -0.1349 / -0.1335 hartree
Gap between HOMO and LUMO (alpha / beta) = 6.2937 / 6.1196 eV
Calculated total energy = -164346.6999 eV

Atomic charges from the Mulliken analysis, expressed in e, are listed below: V 0.51; C -0.80; S -0.05; C 0.38; S -0.38; N -1.08; N 0.41; C -0.69; C 0.64; C -1.04; C -0.22; C -0.80; C -0.32; N 0.34; H 0.32; H 0.25; H 0.26; H 0.30; H 0.39; H 0.39; H 0.38; H 0.44; C -1.20; C -0.23; C -0.68; C -1.22; N 0.98; C -0.26; Se -0.19; N 0.97; C -1.52; C -0.29; C -0.51; C -1.10; C 0.86; C -0.49; C -0.83; C -0.70; C -0.82; C -0.24; H 0.36; H 0.26; H 0.31; H 0.12; H 0.37; H 0.33; H 0.49; H 0.35; H 0.41; H 0.30; H 0.42; H 0.22; H 0.34; H 0.31; H 0.36; H 0.25; H 0.38; H 0.27; H 0.44; H 0.35; H 0.35; H 0.41; F -0.28; C 0.03; F -0.16; H 0.24; S -0.29; C 0.59; N -0.74

---

Copy entry 1 word for word.
ORCA calculation (ωB97M-V/def2-TZVPD) on a molecular structure, C25H31BrFN2O2PdSi2 in a non-equilibrium geometry.

```
! wB97M-V def2-TZVPD RIJCOSX def2/J DEFGRID3
* xyz 1 1
Pd 0.312 0.133 -0.067
Br 1.472 3.023 -1.166
C -0.059 3.282 -0.093
C -0.496 4.522 0.325
C -1.646 4.555 1.109
C -2.297 3.377 1.443
C -1.758 2.187 0.991
N -0.672 2.153 0.231
C -2.272 0.804 1.338
O -3.397 0.671 1.756
O -1.388 -0.133 1.162
H 0.033 5.420 0.042
H -2.025 5.507 1.456
H -3.199 3.354 2.038
C -1.271 -0.356 -2.350
Si -1.014 -1.911 -1.301
C -2.579 -2.509 -0.505
C -0.583 -3.144 -2.672
C 0.570 -2.144 -0.227
C 1.824 -1.813 -0.890
C 2.926 -2.662 -1.044
C 4.005 -2.229 -1.786
C 3.993 -0.949 -2.343
C 2.904 -0.141 -2.100
N 1.856 -0.570 -1.394
Si 0.593 -3.321 1.283
C -0.889 -3.032 2.370
C 0.630 -5.081 0.652
C 2.152 -3.071 2.308
H -2.164 -0.576 -2.942
H -0.436 -0.220 -3.037
H -1.459 0.588 -1.835
H -3.372 -2.501 -1.257
H -2.901 -1.902 0.340
H -2.458 -3.539 -0.163
H -1.355 -3.117 -3.446
H -0.522 -4.166 -2.290
H 0.374 -2.898 -3.139
H 2.902 -3.656 -0.619
H 4.858 -2.879 -1.937
H 4.808 -0.592 -2.957
H 2.859 0.870 -2.482
H -1.718 -3.678 2.075
H -1.240 -2.002 2.327
H -0.639 -3.273 3.406
H -0.150 -5.290 -0.083
H 0.469 -5.741 1.509
H 1.591 -5.352 0.210
H 2.115 -2.171 2.925
H 3.073 -3.038 1.723
H 2.234 -3.921 2.990
F 6.385 2.386 1.318
C 5.136 1.947 1.424
C 4.864 0.626 1.084
C 3.576 0.170 1.224
C 2.554 1.019 1.697
C 1.249 0.522 1.955
C 2.870 2.358 1.994
C 4.158 2.824 1.875
H 5.664 -0.015 0.740
H 3.333 -0.857 0.984
H 0.538 1.171 2.450
H 1.115 -0.536 2.126
H 2.088 3.017 2.355
H 4.429 3.838 2.132
*
```

Maximum force = 2.52 eV Å⁻¹
HOMO energy (alpha / beta) = -0.4157 / -0.4160 hartree
Gap between HOMO and LUMO (alpha / beta) = 6.4338 / 6.4408 eV
Calculated total energy = -125493.3119 eV

Atomic charges from the Mulliken analysis, expressed in e, are listed below: Pd -0.20; Br -0.08; C 0.01; C -0.62; C -0.36; C -0.83; C 0.46; N 0.39; C 0.01; O -0.65; O -0.14; H 0.51; H 0.44; H 0.55; C -1.17; Si 0.81; C -1.05; C -1.29; C 1.25; C 0.19; C -0.38; C -0.65; C -0.87; C -0.70; N 0.26; Si 0.13; C -0.97; C -1.21; C -1.19; H 0.47; H 0.27; H 0.32; H 0.49; H 0.27; H 0.27; H 0.38; H 0.29; H 0.33; H 0.33; H 0.49; H 0.49; H 0.43; H 0.34; H 0.00; H 0.50; H 0.35; H 0.41; H 0.37; H 0.38; H 0.36; H 0.53; F -0.31; C 0.28; C -0.99; C 0.39; C 1.08; C -1.13; C -0.34; C -0.81; H 0.55; H 0.51; H 0.89; H -0.75; H 0.45; H 0.48

---

Q: Which formula does entry 3 have?
A: C25H31ClF2O5

---

Q: What is the calculated total energy in the fourth record?
A: -164346.6999 eV